1.
2 unconnected molecules or ions with the total composition C6H18N2O. Source: OMol25; level of theory: ωB97M-V/def2-TZVPD.

Highest occupied orbital energy (eV): -9.31
LUMO level (eV): 1.02
Kohn-Sham gap (eV): 10.33
SMILES: CC(C)NN.CC(C)O
Electronic energy (hartree): -424.11726

Geometry as XYZ:
```
27
Properties=species:S:1:pos:R:3:forces:R:3
C 0.58163 0.45513 2.04646 0.29 0.15 -0.47
C 0.50625 1.80635 1.34184 0.05 -0.14 0.20
C 1.87644 -0.27048 1.67999 -0.34 0.04 0.10
O 0.43752 0.57458 3.44712 0.09 0.15 0.50
H 1.14516 1.14088 3.78121 -0.10 -0.07 -0.05
H -0.28042 -0.14820 1.75046 0.08 0.03 -0.05
H 0.49254 1.65501 0.26491 0.03 0.04 -0.05
H -0.39343 2.33295 1.64209 -0.18 0.11 0.04
H 1.36854 2.43027 1.60325 -0.02 -0.08 0.00
H 1.91746 -1.24199 2.16960 0.04 -0.06 0.01
H 2.73995 0.32050 1.99779 -0.01 -0.01 -0.03
H 1.92562 -0.40856 0.60086 0.09 -0.01 -0.03
C -0.86393 -0.90136 -1.58595 -0.27 -0.01 -0.10
C -0.49426 -2.03174 -0.63272 0.04 0.20 -0.37
C -2.15862 -0.22007 -1.14391 0.27 -0.17 -0.21
N 0.21745 0.08557 -1.61763 0.25 -0.42 -0.11
N 0.16810 1.00147 -2.69793 -0.18 0.15 -0.17
H 1.11121 -0.39653 -1.68890 -0.17 0.14 0.03
H -1.02063 -1.33016 -2.59890 0.05 0.09 0.19
H -0.53805 1.70220 -2.48821 0.19 -0.12 -0.07
H -0.09412 0.54252 -3.57720 -0.04 0.06 0.27
H -0.34234 -1.64295 0.36674 0.02 0.00 0.19
H -1.29140 -2.76954 -0.60615 -0.05 -0.09 0.02
H -2.95536 -0.95346 -1.05571 -0.14 -0.04 0.00
H 0.42165 -2.52572 -0.95779 0.06 -0.07 0.03
H -2.00663 0.25757 -0.17994 0.00 0.07 0.17
H -2.47033 0.53576 -1.86138 -0.07 0.07 -0.04
```
Forces are in eV/Å.

=====

2.
A molecular structure, C2H6ClO4PSi. Source: OMol25; level of theory: ωB97M-V/def2-TZVPD.

Highest occupied orbital energy (eV): -2.14
LUMO level (eV): 4.94
Net charge: -2
Kohn-Sham gap (eV): 7.08
Electronic energy (hartree): -1472.06054

Geometry as XYZ:
```
15
Properties=species:S:1:pos:R:3:forces:R:3
C -0.06315 0.20713 2.01627 -1.11 0.96 -0.34
C 0.48092 1.32939 -0.90927 -0.81 -1.01 4.33
O 1.57043 -1.45673 -2.21522 0.00 0.57 -0.56
O 1.74124 -3.62062 -0.76317 -0.43 1.42 -0.24
O 0.50790 -1.59095 0.13412 0.08 0.51 -0.64
O 2.57871 0.03402 0.86670 0.75 -0.25 -0.34
Si 1.07657 0.06720 0.53033 -0.77 1.34 0.03
P 1.33520 -2.20530 -0.99529 0.73 -2.85 0.65
Cl -9.17064 1.88410 -2.13030 -0.09 0.02 -0.02
H 0.03676 1.24370 2.49061 -0.09 -1.68 -0.16
H -1.10355 0.11513 1.63189 0.35 0.35 0.16
H 0.01974 -0.68787 2.65444 0.46 0.73 0.23
H 1.24092 2.00321 -1.12906 1.38 1.16 -0.42
H 0.13440 0.83606 -1.72953 -0.77 -1.41 -2.46
H -0.38545 1.84153 -0.45252 0.32 0.13 -0.24
```
Forces are in eV/Å.

=====

3.
A molecular structure, C23H33LaN3P2S. Source: OMol25; level of theory: ωB97M-V/def2-TZVPD.

Highest occupied orbital energy (alpha / beta) (eV): -9.84 / -9.84
LUMO level (alpha / beta) (eV): -3.79 / -3.79
Net charge: +1
Kohn-Sham gap (alpha / beta) (eV): 6.05 / 6.05
Electronic energy (hartree): -2172.74517

Geometry as XYZ:
```
63
Properties=species:S:1:pos:R:3:forces:R:3
C -1.62169 3.33940 -3.05763 -0.08 -1.20 0.30
C -1.38109 2.01802 -2.68711 -0.64 0.69 0.42
C -0.05407 1.52445 -2.78156 1.21 -1.02 0.42
C 0.99420 2.32108 -3.34609 0.04 -0.05 0.13
C 0.70955 3.67830 -3.65785 -0.76 0.34 -0.19
C -0.58297 4.16486 -3.51328 1.33 0.24 -0.28
C 2.25746 1.73019 -3.50493 -0.20 -0.22 -0.31
C 2.46358 0.36482 -3.25423 -0.19 -0.03 0.21
C 1.37373 -0.38675 -2.70459 -0.61 1.59 0.20
C 1.48104 -1.78777 -2.49079 0.65 -0.65 0.51
C 2.72140 -2.39201 -2.68933 -1.09 0.52 0.09
C 3.82873 -1.63794 -3.11602 0.64 0.85 -0.31
C 3.71377 -0.29108 -3.40467 0.22 -0.47 -0.21
H -2.64097 3.72873 -3.00089 0.31 -0.12 -0.02
H 1.51510 4.30437 -4.04308 -0.28 -0.08 0.10
H -0.79880 5.20374 -3.75924 0.08 -0.26 0.02
H 3.07890 2.32837 -3.89791 -0.10 -0.07 0.18
H 2.83259 -3.46201 -2.52126 -0.06 0.19 -0.06
H 4.79525 -2.13034 -3.22808 -0.28 0.15 0.01
H 4.56542 0.29741 -3.76241 -0.27 -0.35 0.14
N 0.24226 0.27725 -2.28523 -0.49 -0.78 -2.80
La 0.69613 0.48263 0.11877 -2.32 -1.13 0.88
C -2.47342 1.13476 -2.13091 -0.25 0.09 -0.07
H -2.41888 0.12202 -2.56090 -0.03 0.33 0.02
H -3.46213 1.57197 -2.34137 0.28 -0.15 -0.14
C 0.28872 -2.57525 -1.99714 -0.13 0.09 0.09
H -0.62981 -2.24525 -2.50712 0.29 -0.13 0.06
H 0.43833 -3.65039 -2.16635 -0.05 0.23 -0.10
P -2.32111 0.92082 -0.27857 -0.11 0.62 -1.05
P -0.03243 -2.35387 -0.17129 0.46 -0.80 -0.82
C 1.29273 -3.40961 0.51109 -0.07 -0.24 0.25
H 1.25983 -3.33643 1.60567 0.12 -0.11 -0.22
H 1.15783 -4.45665 0.20358 0.10 0.23 0.08
H 2.27719 -3.04894 0.18268 -0.27 -0.04 0.09
C -1.53177 -3.35648 0.01473 -0.36 -0.12 0.24
H -1.36424 -4.39638 -0.30424 -0.08 0.32 0.06
H -1.82469 -3.34681 1.07303 -0.04 -0.11 -0.26
H -2.34993 -2.91137 -0.57292 0.28 -0.18 0.20
C -2.74262 2.63980 0.22599 -0.03 -0.12 0.30
H -3.73553 2.94687 -0.14275 0.36 -0.09 0.09
H -2.72310 2.67159 1.32462 -0.04 0.10 -0.31
H -1.97454 3.33397 -0.14524 -0.23 -0.18 0.11
C -3.89193 0.04940 0.04705 -0.15 -0.21 0.25
H -4.01574 -0.04277 1.13369 -0.07 -0.02 -0.22
H -4.76144 0.58335 -0.36795 0.32 -0.15 0.11
H -3.84759 -0.96341 -0.37622 -0.06 0.26 0.09
H 2.28860 1.19034 -0.46284 3.05 1.66 -1.06
H -0.56713 1.00121 1.49989 -0.95 0.89 1.96
S 2.33609 -0.14206 2.31265 0.23 -0.50 1.11
C 1.37909 -0.27579 3.74180 -0.66 -0.35 0.56
N 0.10200 -0.72565 3.76667 0.88 0.22 -0.21
C -0.79314 -0.61244 4.92115 -0.08 -0.36 -0.24
C -0.27830 0.41439 5.89635 -0.01 0.36 0.14
C 1.18721 0.17100 6.18245 0.12 -0.45 -0.03
N 1.91971 0.05478 4.92524 0.45 0.16 -0.60
H -0.30620 -0.95078 2.87051 0.05 0.36 0.11
H -0.88674 -1.58794 5.41529 -0.02 0.11 -0.12
H -1.77300 -0.31762 4.53863 0.05 -0.09 0.07
H -0.84260 0.34193 6.82689 0.00 0.08 -0.05
H -0.41465 1.41899 5.48868 0.01 -0.04 0.00
H 1.30124 -0.76553 6.74229 0.04 0.19 0.10
H 1.62446 0.99280 6.74993 -0.03 -0.12 0.03
H 2.92006 0.23571 4.91266 -0.47 0.13 -0.05
```
Forces are in eV/Å.

=====

4.
6 unconnected molecules or ions with the total composition C6H26N2O5. Source: OMol25; level of theory: ωB97M-V/def2-TZVPD.

Highest occupied orbital energy (eV): -8.82
LUMO level (eV): 0.42
Kohn-Sham gap (eV): 9.24
SMILES: C[C@@H](N)CCCCN.O.O.O.O.O
Electronic energy (hartree): -729.81751

Geometry as XYZ:
```
39
Properties=species:S:1:pos:R:3:forces:R:3
C 2.69077 -0.50197 -0.66013 -0.33 -0.12 -0.02
C 1.69544 -1.48830 -0.08640 -3.15 0.50 -0.27
C 0.90744 -1.15593 1.28583 3.45 0.96 0.59
C 0.19989 0.18163 1.35167 -1.25 0.70 -3.81
C -1.06003 0.02539 0.37600 0.85 -0.44 -1.11
C -1.81074 -1.35295 0.51087 -1.41 2.60 0.57
N -3.26661 -1.05920 0.37994 1.37 0.98 1.03
N 2.23659 -2.83353 -0.08287 2.45 0.04 0.28
H 3.54409 -0.43168 -0.00957 0.43 0.13 0.58
H 3.08312 -0.90575 -1.58114 0.00 -0.30 -0.42
H 2.29000 0.47910 -0.92158 -0.06 -0.14 0.36
H 0.87450 -1.54699 -0.84046 0.38 0.27 0.32
H 0.32568 -2.02590 1.47269 -0.43 -0.60 0.48
H 1.71284 -1.03549 2.04378 -0.22 -0.81 -0.08
H 0.92256 0.82624 0.80761 -0.53 0.11 0.25
H -0.06873 0.83285 2.18579 0.17 -1.21 0.83
H -0.65779 -0.02957 -0.63768 0.22 0.51 -0.08
H -1.75894 0.87026 0.35646 0.10 -0.25 0.45
H -1.48097 -1.53675 1.54210 -1.03 -1.43 -0.38
H -1.62217 -2.04861 -0.30130 1.18 -0.42 0.54
H -3.92432 -1.73115 0.68851 -0.43 -0.70 -0.26
H -3.45278 -0.54460 -0.46543 -0.17 -0.72 -0.04
H 2.06522 -3.33936 0.76222 -0.95 -0.29 0.64
H 3.26144 -2.72565 0.04192 -0.54 -0.15 -0.57
H -0.39044 0.69834 -3.22212 -0.34 -0.14 0.47
H 0.73416 1.10131 -4.07875 0.40 -0.01 0.35
O 0.55568 0.85230 -3.15837 -0.12 0.12 -0.77
H -4.24310 0.98127 -0.77848 -0.22 0.16 0.33
H -4.78666 0.84748 0.64831 0.16 0.49 -0.74
O -4.84188 1.41257 -0.15289 -0.11 -0.34 0.48
H 2.35358 3.35036 2.85203 0.46 0.38 -0.48
H 1.11590 2.86491 3.42272 -0.36 0.75 -0.82
O 1.41352 3.48972 2.71888 -0.16 -1.12 1.33
H -3.71263 1.40940 -2.54626 -0.49 -0.16 -0.55
H -3.95183 -0.12185 -3.01517 -0.36 0.61 -0.08
O -3.36763 0.51394 -2.59116 0.91 -0.33 0.49
H 4.20662 1.14909 0.23757 0.37 -0.20 0.43
H 4.27656 2.47390 1.11462 0.40 -0.33 0.23
O 3.93165 2.05516 0.33025 -0.63 0.90 -0.58
```
Forces are in eV/Å.

=====

5.
7 unconnected molecules or ions with the total composition C12H38O7. Source: OMol25; level of theory: ωB97M-V/def2-TZVPD.

Highest occupied orbital energy (eV): -9.76
LUMO level (eV): 0.40
Kohn-Sham gap (eV): 10.17
SMILES: CC(C)O.CC(C)O.CC(C)O.CC(C)O.O.O.O
Electronic energy (hartree): -1006.62521

Geometry as XYZ:
```
57
Properties=species:S:1:pos:R:3:forces:R:3
O -5.76068 -0.71261 -2.88386 -0.04 0.18 0.22
H -6.31606 -1.40208 -3.24776 -0.19 -0.17 -0.04
H -4.91286 -0.83725 -3.31037 0.32 0.00 -0.13
O -4.31825 -0.54557 0.73331 -0.07 0.06 0.37
H -3.44972 -0.89740 0.53811 0.35 -0.11 -0.13
H -4.74512 -0.47278 -0.12033 -0.20 0.03 -0.29
O -0.90661 -1.36066 -0.74587 -0.28 -0.14 0.15
H -0.71365 -1.32841 -1.68286 -0.01 0.00 -0.28
H -0.16399 -0.92027 -0.33261 0.22 0.22 0.18
C -2.85653 0.33221 -6.66956 0.47 -0.16 -0.45
C -1.64126 -0.57267 -6.22785 -0.39 2.85 -1.46
C -0.49002 0.37888 -5.73377 -0.92 -1.14 0.81
O -2.09576 -1.46469 -5.27450 0.05 -0.80 1.35
H -2.54074 1.17388 -7.28598 0.22 -0.10 -0.23
H -3.42675 0.80171 -5.86798 0.38 -0.31 0.54
H -3.58968 -0.23002 -7.24790 0.05 -0.19 -0.10
H -1.33465 -1.18270 -7.07753 0.39 0.40 -0.37
H 0.02945 0.97677 -6.48262 -0.29 -0.37 -0.30
H 0.23214 -0.20112 -5.15915 0.19 -0.04 -0.16
H -0.93611 1.07625 -5.02470 -0.04 0.11 0.05
H -2.51200 -2.16061 -5.78834 -0.13 -0.23 0.37
C 4.95209 -2.14705 1.11834 0.43 0.93 -0.39
C 5.92140 -1.29945 1.95349 -1.02 -2.02 0.90
C 7.35030 -1.54869 1.61184 1.00 0.85 0.32
O 5.61425 0.05615 1.89942 -0.51 0.98 -0.66
H 5.00557 -1.75781 0.10161 -0.09 -0.15 -0.25
H 3.91058 -2.07964 1.43266 0.13 -0.01 0.21
H 5.29357 -3.18214 1.10870 -0.13 0.03 0.08
H 5.76716 -1.61130 2.98648 0.06 -0.27 0.36
H 7.57364 -1.14173 0.62563 0.10 -0.43 -0.20
H 7.74964 -2.54455 1.80389 -0.42 -0.17 -0.44
H 7.90649 -0.92605 2.31261 0.38 0.18 0.03
H 6.22217 0.51697 2.48224 0.02 0.12 0.02
C 2.09500 4.11056 0.10178 -0.85 -1.16 -0.27
C 1.11319 3.11284 0.80040 0.08 0.91 -0.39
C -0.34893 3.31707 0.38909 0.51 -0.03 -0.32
O 1.53601 1.76615 0.54780 -0.39 0.32 -0.36
H 1.88055 5.16735 0.26087 0.26 -0.11 0.59
H 1.99498 3.98722 -0.97659 -0.11 -0.22 -0.14
H 3.10677 3.77327 0.32682 0.18 0.64 0.27
H 1.14244 3.23369 1.88329 0.14 0.31 0.18
H -0.73105 4.25609 0.78949 -0.05 -0.23 0.63
H -0.91060 2.43947 0.70912 -0.29 0.29 0.07
H -0.50717 3.48575 -0.67610 0.36 -0.53 -0.28
H 2.46206 1.74628 0.80009 0.17 -0.30 0.01
C -3.28287 -2.31981 5.17829 -0.16 -0.68 0.37
C -3.08602 -0.83360 5.48292 1.26 -0.83 -0.79
C -1.74628 -0.29483 4.95691 0.16 -0.30 -0.39
O -4.10875 -0.12982 4.84639 -0.91 0.83 0.38
H -2.68524 -2.99418 5.79162 0.27 0.16 0.12
H -3.11490 -2.62109 4.14432 0.27 0.45 -0.22
H -4.31773 -2.60714 5.36428 -0.12 0.23 0.19
H -3.12949 -0.69516 6.56322 -0.40 0.28 -0.03
H -0.84688 -0.75349 5.36780 -0.13 -0.01 0.42
H -1.67143 0.79119 5.01227 -0.11 -0.03 0.36
H -1.68047 -0.52677 3.89391 -0.14 -0.06 -0.26
H -3.98119 -0.19659 3.89725 -0.02 -0.04 -0.22
```
Forces are in eV/Å.

=====

Largest force on an atom (computed, Eh/bohr): 0.011, 0.088, 0.071, 0.079, 0.063